The following is a quantum chemistry calculation of a 16-piece molecular cluster, C40H116N4O28 overall at a distorted geometry, from the OMol25 dataset.

Output
E_HOMO (spin up / spin down)   -10.9 / -10.9 eV
⟨S²⟩   0.754
Electronic energy   -106632.0132 eV
Energy relative to the best compared isomer or geometry (same formula, charge and spin)   0.928 eV

Structure (ORCA input):
```
! wB97M-V def2-TZVPD RIJCOSX def2/J DEFGRID3
* xyz 1 2
C 0.56 4.13 2.57
C -0.02 2.79 3.12
C -0.38 2.93 4.59
O -0.97 1.75 5.20
C -1.59 1.89 6.45
N -1.28 2.50 2.44
H 0.77 4.05 1.50
H 1.53 4.41 3.00
H -0.19 4.89 2.77
H 0.73 2.00 3.10
H -1.16 3.68 4.73
H 0.41 3.26 5.26
H -2.43 2.57 6.43
H -0.90 2.12 7.27
H -2.16 0.98 6.66
H -1.15 1.92 1.62
H -1.74 1.91 3.12
C -2.82 3.33 -2.48
C -3.11 4.79 -2.56
C -2.61 5.38 -3.92
O -2.66 6.82 -3.90
C -2.08 7.45 -4.97
N -4.53 4.99 -2.50
H -1.73 3.25 -2.54
H -3.25 2.78 -3.32
H -3.28 2.91 -1.59
H -2.69 5.33 -1.71
H -3.20 4.96 -4.73
H -1.59 5.03 -4.08
H -2.46 8.47 -4.91
H -2.30 6.89 -5.88
H -1.01 7.49 -4.74
H -4.89 4.55 -1.67
H -4.97 4.40 -3.20
C 2.05 0.94 0.14
C 1.46 -0.24 0.80
C 0.04 -0.57 0.17
O -1.04 0.32 0.50
C -2.30 0.07 -0.15
N 2.41 -1.29 0.64
H 1.31 1.74 0.17
H 2.48 0.70 -0.83
H 2.84 1.30 0.79
H 1.33 -0.04 1.87
H -0.24 -1.58 0.49
H 0.17 -0.59 -0.91
H -2.67 -0.95 -0.04
H -2.29 0.26 -1.22
H -3.03 0.82 0.17
H 2.06 -2.19 0.95
H 2.55 -1.44 -0.35
C -2.39 -6.32 0.84
C -1.99 -5.36 -0.23
C -2.28 -3.86 0.11
O -3.71 -3.86 0.37
C -4.54 -3.39 -0.65
N -0.58 -5.51 -0.50
H -1.74 -6.09 1.69
H -2.22 -7.38 0.66
H -3.46 -6.28 1.02
H -2.56 -5.67 -1.10
H -2.12 -3.24 -0.77
H -1.75 -3.43 0.96
H -4.39 -2.32 -0.77
H -5.55 -3.49 -0.26
H -4.48 -3.85 -1.64
H -0.47 -6.37 -1.03
H -0.32 -4.76 -1.12
C 1.30 -3.15 4.28
C 1.67 -3.43 5.78
O 1.98 -4.75 5.98
O 0.07 -3.73 3.86
H 2.10 -3.46 3.61
H 1.20 -2.08 4.12
H 0.83 -3.11 6.40
H 2.50 -2.83 6.15
H 1.18 -5.23 5.73
H 0.18 -4.68 3.81
C 2.54 -5.11 1.04
C 1.97 -6.48 1.74
O 2.69 -7.61 1.35
O 1.67 -4.00 1.24
H 2.54 -5.30 -0.03
H 3.54 -4.97 1.45
H 0.92 -6.58 1.45
H 1.81 -6.43 2.82
H 3.63 -7.47 1.49
H 0.82 -4.05 0.81
C 5.75 4.84 0.39
C 4.78 3.81 1.03
O 4.20 4.44 2.25
O 6.90 4.99 1.18
H 5.25 5.80 0.21
H 6.02 4.50 -0.61
H 5.33 2.92 1.34
H 3.99 3.61 0.32
H 3.53 5.05 1.95
H 7.32 4.14 1.01
C 4.40 -2.42 -3.54
C 3.44 -2.70 -2.38
O 2.53 -1.64 -2.10
O 3.71 -2.30 -4.73
H 5.10 -3.23 -3.73
H 4.92 -1.50 -3.29
H 3.96 -2.81 -1.42
H 2.96 -3.65 -2.60
H 2.32 -1.22 -2.94
H 4.34 -1.81 -5.26
C 0.00 -2.93 -3.85
C -0.59 -1.51 -4.21
O 0.49 -0.63 -4.58
O 0.26 -2.99 -2.46
H 0.85 -3.14 -4.50
H -0.74 -3.70 -4.06
H -1.32 -1.20 -3.46
H -1.08 -1.52 -5.18
H 0.23 0.29 -4.60
H 1.05 -2.51 -2.19
C 5.71 -2.40 3.20
C 4.82 -1.11 3.13
O 4.81 -0.39 1.91
O 6.95 -2.13 2.49
H 5.19 -3.22 2.70
H 5.89 -2.58 4.25
H 5.25 -0.34 3.76
H 3.75 -1.15 3.36
H 4.03 -0.72 1.45
H 7.45 -1.40 2.87
C 5.78 0.08 -1.19
C 6.57 -1.15 -1.06
O 6.10 -2.03 -0.08
O 6.13 0.90 -0.13
H 4.70 -0.06 -1.25
H 6.14 0.53 -2.12
H 7.62 -0.96 -0.83
H 6.47 -1.81 -1.93
H 6.09 -1.63 0.79
H 5.82 0.55 0.71
C -3.12 -2.11 4.28
C -3.40 -1.13 3.11
O -4.42 -1.67 2.30
O -2.67 -3.34 3.82
H -3.95 -2.22 4.98
H -2.35 -1.69 4.93
H -2.51 -1.20 2.47
H -3.67 -0.11 3.39
H -4.03 -2.46 1.90
H -1.75 -3.27 4.09
C -6.15 0.61 -1.14
C -6.92 1.92 -0.88
O -6.00 2.95 -0.71
O -5.38 0.64 -2.37
H -6.85 -0.22 -1.07
H -5.50 0.43 -0.29
H -7.62 1.85 -0.05
H -7.46 2.05 -1.81
H -5.18 2.68 -1.13
H -5.77 0.03 -3.00
C -5.36 4.77 2.83
C -3.92 4.33 2.36
O -3.79 2.91 2.18
O -5.25 6.17 3.26
H -5.71 4.16 3.67
H -6.10 4.73 2.04
H -3.20 4.76 3.05
H -3.58 4.74 1.41
H -2.83 2.84 2.19
H -5.38 6.74 2.49
C -4.82 -1.44 -5.16
C -3.80 -0.29 -5.44
O -3.17 0.26 -4.28
O -5.93 -0.76 -4.60
H -4.41 -2.18 -4.48
H -5.00 -1.92 -6.12
H -4.44 0.42 -5.96
H -2.97 -0.65 -6.05
H -3.90 0.43 -3.68
H -6.58 -1.45 -4.47
C 4.73 2.86 -3.55
C 3.56 2.38 -2.73
O 2.39 2.70 -3.50
O 4.99 4.23 -3.66
H 4.85 2.46 -4.55
H 5.53 2.49 -2.91
H 3.59 2.98 -1.82
H 3.62 1.32 -2.51
H 2.29 3.66 -3.44
H 5.49 4.47 -4.44
*
```